{
  "formula": "C17H31N3P2Pb",
  "method": "ωB97M-V with the def2-TZVPD basis set",
  "symbols": ["P", "P", "C", "C", "H", "H", "H", "H", "C", "H", "H", "H", "C", "H", "H", "H", "C", "H", "H", "H", "C", "H", "H", "H", "Pb", "C", "C", "C", "C", "C", "C", "C", "C", "C", "H", "H", "H", "H", "H", "H", "H", "H", "H", "H", "H", "H", "H", "H", "H", "N", "C", "N", "C", "N"],
  "coordinates": [[0.37, 0.29, -3.10], [-1.49, -2.40, -0.13], [-0.15, -1.41, -2.60], [-1.50, -1.56, -1.87], [0.63, -1.86, -1.92], [-0.18, -2.09, -3.50], [-2.26, -0.73, -1.99], [-2.09, -2.31, -2.37], [-0.91, -4.09, -0.61], [-0.67, -4.60, 0.33], [0.00, -4.06, -1.21], [-1.68, -4.68, -1.13], [-3.27, -2.81, 0.04], [-3.54, -3.68, -0.54], [-3.89, -1.96, -0.24], [-3.46, -3.02, 1.10], [1.81, 0.11, -4.19], [2.53, 0.88, -3.91], [1.63, 0.24, -5.28], [2.31, -0.86, -4.10], [-0.70, 1.38, -4.11], [-1.76, 1.31, -3.88], [-0.61, 1.14, -5.18], [-0.42, 2.43, -4.03], [-1.73, 1.14, -0.99], [-3.95, -2.58, -3.74], [-2.96, -3.50, -3.68], [-2.25, -4.01, -4.88], [-1.82, -3.00, -5.98], [-1.61, -1.54, -5.58], [-2.59, -0.64, -5.44], [-4.00, -0.91, -5.73], [-4.61, -2.17, -5.01], [0.75, 1.19, -1.36], [-4.38, -2.21, -2.80], [-2.77, -4.09, -2.77], [-2.88, -4.76, -5.38], [-1.36, -4.57, -4.57], [-0.85, -3.35, -6.40], [-2.54, -3.06, -6.82], [-0.55, -1.21, -5.57], [-2.38, 0.40, -5.27], [-4.20, -1.02, -6.80], [-4.59, -0.05, -5.40], [-5.66, -1.94, -4.77], [-4.63, -3.01, -5.73], [0.38, 1.71, -0.36], [1.23, 2.07, -1.82], [1.47, 0.49, -0.88], [-1.02, 0.77, 1.42], [-0.33, 0.62, 2.38], [0.28, 0.33, 3.45], [1.30, 0.87, 4.04], [2.20, 1.26, 4.68]],
  "total_charge": 2,
  "gap_ha": 0.181,
  "relative_energy_kcal_mol": 52.7
}

---

{
  "formula": "C25H32CaFI2N5O3S2",
  "method": "ωB97M-V with the def2-TZVPD basis set",
  "symbols": ["Ca", "I", "C", "I", "H", "H", "C", "C", "N", "C", "C", "C", "O", "O", "C", "O", "C", "C", "C", "F", "C", "C", "C", "N", "C", "C", "N", "C", "C", "H", "H", "H", "H", "H", "H", "H", "H", "H", "H", "H", "H", "H", "H", "H", "H", "H", "H", "C", "C", "S", "C", "C", "S", "H", "H", "H", "H", "H", "H", "C", "N", "C", "C", "N", "C", "H", "H", "H", "H", "H", "H"],
  "coordinates": [[-1.10, 1.78, -1.29], [3.99, -1.31, -2.46], [3.58, -1.30, -0.38], [2.12, 0.11, 0.25], [4.51, -1.10, 0.13], [3.21, -2.29, -0.13], [-5.09, 4.29, 4.91], [-4.76, 2.99, 4.20], [-4.03, 3.20, 2.95], [-2.71, 2.90, 2.89], [-1.93, 3.03, 1.79], [-0.53, 2.45, 1.84], [0.13, 2.63, 2.86], [-0.19, 1.78, 0.80], [-2.49, 3.63, 0.61], [-1.86, 3.80, -0.47], [-3.89, 4.01, 0.70], [-4.53, 4.56, -0.43], [-5.87, 4.69, -0.45], [-6.46, 5.28, -1.51], [-6.70, 4.22, 0.61], [-6.06, 3.81, 1.76], [-4.66, 3.70, 1.83], [-8.08, 4.23, 0.46], [-8.63, 3.63, -0.77], [-9.12, 2.19, -0.49], [-8.42, 1.69, 0.67], [-8.91, 2.35, 1.87], [-8.90, 3.88, 1.60], [-5.64, 4.08, 5.83], [-5.70, 4.94, 4.29], [-4.18, 4.83, 5.17], [-5.65, 2.40, 3.99], [-4.12, 2.36, 4.83], [-2.27, 2.51, 3.80], [-3.92, 4.86, -1.28], [-6.66, 3.49, 2.60], [-7.87, 3.62, -1.53], [-9.45, 4.26, -1.12], [-8.90, 1.56, -1.35], [-10.21, 2.19, -0.35], [-4.79, 1.67, -0.65], [-8.50, 0.68, 0.75], [-8.28, 2.07, 2.72], [-9.94, 2.06, 2.12], [-8.58, 4.44, 2.48], [-9.91, 4.21, 1.37], [-3.22, -2.69, -2.04], [-3.14, -1.18, -1.99], [-1.63, -0.54, -2.62], [-4.16, -0.42, -1.54], [-5.51, -0.86, -1.06], [-3.97, 1.35, -1.66], [-2.34, -3.11, -1.56], [-3.20, -3.02, -3.08], [-4.11, -3.10, -1.57], [-5.56, -1.94, -0.90], [-6.29, -0.60, -1.79], [-5.77, -0.37, -0.12], [4.02, 3.62, -1.01], [2.91, 3.18, -1.83], [2.98, 2.43, -2.98], [1.70, 2.14, -3.32], [0.84, 2.69, -2.40], [1.61, 3.30, -1.52], [4.53, 2.75, -0.59], [3.64, 4.23, -0.19], [4.72, 4.20, -1.60], [3.92, 2.17, -3.42], [1.34, 1.56, -4.15], [1.26, 3.82, -0.63]],
  "gap_ha": 0.247,
  "relative_energy_kcal_mol": 10.0
}

---

{
  "formula": "C2H3N3",
  "method": "ωB97M-V with the def2-TZVPD basis set",
  "symbols": ["C", "C", "N", "N", "N", "H", "H", "H"],
  "coordinates": [[-2.63, 0.53, 0.23], [0.58, -0.78, 0.06], [-3.41, -0.12, -0.27], [2.49, 0.59, -0.22], [1.59, -0.22, -0.17], [-1.89, 1.14, 0.68], [-0.15, -1.42, -0.35], [3.41, 0.26, 0.05]],
  "gap_ha": [0.247, 0.315],
  "relative_energy_kcal_mol": 40.4,
  "spin_multiplicity": 3
}

---

{
  "formula": "CH7PSi2",
  "method": "ωB97M-V with the def2-TZVPD basis set",
  "symbols": ["C", "Si", "Si", "P", "H", "H", "H", "H", "H", "H", "H"],
  "coordinates": [[-0.47, -0.03, -0.39], [0.92, 0.59, -1.42], [-0.28, -0.15, 1.42], [-1.93, -1.43, -1.48], [2.20, 0.27, -0.73], [0.96, 0.08, -2.88], [1.07, 2.06, -1.75], [-0.24, -1.72, 1.72], [-1.51, 0.34, 2.06], [1.04, 0.31, 1.45], [-1.93, -2.45, -0.43]],
  "gap_ha": [0.284, 0.290],
  "relative_energy_kcal_mol": 64.1
}

---

{
  "formula": "C37H41BBr3N5O3Ti",
  "method": "ωB97M-V with the def2-TZVPD basis set",
  "symbols": ["Ti", "Br", "C", "C", "C", "Br", "C", "C", "C", "C", "N", "C", "C", "O", "H", "H", "H", "H", "Br", "C", "C", "C", "C", "C", "C", "N", "C", "C", "C", "C", "C", "C", "N", "H", "H", "H", "H", "H", "H", "H", "H", "H", "C", "N", "C", "C", "C", "N", "C", "C", "H", "H", "H", "H", "H", "H", "H", "H", "H", "H", "H", "H", "H", "H", "H", "H", "C", "C", "C", "C", "C", "C", "C", "C", "O", "B", "O", "C", "C", "H", "H", "H", "H", "H", "H", "H", "H", "H", "H", "H", "H"],
  "coordinates": [[-0.14, 1.62, 0.21], [3.35, 4.55, 2.29], [1.93, 3.63, 3.11], [1.71, 3.82, 4.50], [0.71, 3.16, 5.15], [0.47, 3.43, 7.00], [-0.16, 2.29, 4.43], [-1.25, 1.57, 4.97], [-2.02, 0.80, 4.15], [-1.73, 0.76, 2.77], [-0.75, 1.42, 2.23], [0.07, 2.15, 3.06], [1.17, 2.76, 2.38], [1.33, 2.43, 1.12], [2.35, 4.49, 5.05], [-1.46, 1.64, 6.03], [-2.85, 0.23, 4.54], [-2.33, 0.16, 2.10], [-6.27, -2.81, -0.06], [-5.04, -1.38, -0.13], [-3.85, -1.52, -0.83], [-2.95, -0.47, -0.88], [-3.20, 0.74, -0.23], [-4.40, 0.85, 0.48], [-5.32, -0.19, 0.53], [-2.22, 1.76, -0.26], [-2.65, 3.03, -0.04], [-1.74, 4.11, -0.10], [-2.13, 5.45, 0.09], [-1.19, 6.44, -0.04], [0.14, 6.10, -0.33], [0.46, 4.77, -0.47], [-0.45, 3.79, -0.38], [-3.63, -2.45, -1.34], [-2.02, -0.59, -1.41], [-4.62, 1.75, 1.04], [-6.24, -0.09, 1.09], [-3.69, 3.26, 0.12], [-3.16, 5.68, 0.33], [-1.47, 7.48, 0.10], [0.92, 6.85, -0.42], [1.48, 4.46, -0.64], [3.70, 2.70, -0.81], [3.02, 1.42, -0.90], [3.72, 0.43, -0.11], [2.81, 1.00, -2.27], [1.72, 1.82, -2.93], [0.35, 1.44, -2.54], [-0.56, 2.42, -3.14], [0.00, 0.13, -3.12], [3.80, 2.98, 0.24], [4.70, 2.66, -1.26], [3.13, 3.49, -1.29], [4.78, 0.32, -0.43], [3.23, -0.53, -0.20], [3.72, 0.72, 0.94], [2.53, -0.06, -2.25], [3.72, 1.08, -2.89], [1.81, 1.76, -4.03], [1.84, 2.87, -2.67], [-0.49, 2.39, -4.24], [-0.31, 3.43, -2.80], [-1.58, 2.20, -2.84], [0.20, 0.13, -4.20], [-1.06, -0.05, -2.98], [0.56, -0.67, -2.64], [-0.02, -7.17, -1.68], [1.12, -6.48, -0.91], [2.30, -6.33, -1.86], [1.55, -7.37, 0.26], [0.63, -5.13, -0.38], [-0.42, -5.11, 0.55], [-0.94, -3.92, 1.07], [-0.36, -2.75, 0.63], [-0.66, -1.46, 0.97], [0.18, -0.59, 0.19], [1.03, -1.46, -0.56], [0.66, -2.76, -0.28], [1.18, -3.92, -0.80], [0.31, -8.14, -2.06], [-0.35, -6.57, -2.52], [-0.89, -7.34, -1.04], [2.63, -7.32, -2.20], [3.15, -5.84, -1.38], [2.04, -5.75, -2.75], [1.96, -8.31, -0.11], [0.71, -7.62, 0.92], [2.31, -6.88, 0.86], [-0.87, -6.04, 0.87], [-1.75, -3.92, 1.78], [1.99, -3.88, -1.52]],
  "gap_ha": [0.212, 0.278],
  "relative_energy_kcal_mol": 0.0,
  "spin_multiplicity": 3
}

---

{
  "formula": "C46H49N4O10S3ScTe",
  "method": "ωB97M-V with the def2-TZVPD basis set",
  "symbols": ["Sc", "O", "C", "C", "C", "N", "C", "C", "C", "O", "O", "C", "O", "O", "H", "H", "H", "O", "C", "C", "C", "C", "C", "C", "C", "O", "N", "N", "C", "S", "C", "C", "S", "H", "H", "H", "H", "H", "H", "H", "H", "H", "C", "C", "C", "O", "C", "H", "H", "H", "H", "H", "H", "H", "H", "C", "S", "C", "O", "H", "H", "H", "H", "H", "H", "C", "C", "C", "C", "C", "C", "Te", "N", "C", "O", "C", "C", "C", "C", "C", "C", "C", "C", "C", "C", "C", "C", "C", "C", "C", "C", "H", "H", "H", "H", "H", "H", "H", "H", "H", "H", "H", "H", "H", "H", "H", "H", "H", "H", "H", "H", "H", "H", "H"],
  "coordinates": [[1.46, -1.30, -0.31], [-0.42, -4.88, -5.31], [-0.11, -4.28, -4.14], [1.04, -4.62, -3.43], [1.33, -3.95, -2.25], [0.51, -3.04, -1.76], [-0.56, -2.68, -2.44], [-0.93, -3.26, -3.65], [-1.18, -1.45, -1.81], [-1.91, -0.71, -2.48], [-0.81, -1.22, -0.63], [2.66, -4.02, -1.44], [3.44, -4.94, -1.66], [2.79, -3.04, -0.66], [0.28, -5.51, -5.54], [1.71, -5.39, -3.80], [-1.79, -2.93, -4.20], [4.71, -0.46, 2.34], [4.52, -1.37, 3.31], [5.52, -1.51, 4.27], [5.38, -2.41, 5.31], [4.25, -3.21, 5.39], [3.26, -3.10, 4.44], [3.38, -2.18, 3.39], [2.32, -2.09, 2.36], [2.28, -1.09, 1.57], [1.43, -3.06, 2.35], [0.53, -3.00, 1.31], [-0.45, -3.77, 1.54], [-0.48, -4.59, 3.11], [-2.03, -5.50, 2.75], [-2.86, -4.67, 1.80], [-1.75, -4.10, 0.44], [3.92, -0.50, 1.74], [6.40, -0.89, 4.19], [6.16, -2.49, 6.05], [4.14, -3.92, 6.20], [2.37, -3.71, 4.47], [-2.55, -5.66, 3.69], [-1.77, -6.46, 2.31], [-3.24, -3.78, 2.30], [-3.68, -5.23, 1.36], [0.36, 2.36, 3.25], [-0.24, 1.24, 4.11], [-0.23, 0.01, 3.17], [0.01, 0.49, 1.86], [0.86, 1.62, 2.00], [1.18, 2.88, 3.75], [-0.40, 3.09, 2.97], [-1.25, 1.49, 4.44], [0.36, 1.04, 5.00], [-1.18, -0.53, 3.17], [0.56, -0.68, 3.49], [0.77, 2.20, 1.09], [1.90, 1.29, 2.13], [4.92, -0.93, -2.60], [4.93, -0.15, -0.93], [4.89, 1.60, -1.53], [3.59, -0.35, -0.36], [3.92, -0.80, -3.00], [5.13, -1.98, -2.47], [5.68, -0.46, -3.22], [5.85, 1.88, -1.93], [4.65, 2.20, -0.66], [4.09, 1.70, -2.26], [-2.84, 6.99, 1.94], [-2.39, 5.69, 1.33], [-1.59, 5.66, 0.20], [-1.19, 4.45, -0.37], [-0.31, 4.47, -1.57], [-1.61, 3.23, 0.18], [-1.22, 1.35, -0.92], [0.98, 0.73, -0.94], [1.16, 0.29, -2.15], [1.79, -0.82, -2.34], [0.72, 1.01, -3.38], [1.05, 2.34, -3.57], [0.65, 3.01, -4.71], [-0.06, 2.34, -5.69], [-0.32, 0.99, -5.54], [0.07, 0.32, -4.40], [-3.44, 0.98, -0.86], [-4.02, 1.80, -1.82], [-5.31, 1.59, -2.27], [-6.06, 0.56, -1.75], [-5.50, -0.25, -0.77], [-4.19, -0.07, -0.34], [-3.64, -1.01, 0.69], [-2.39, 3.27, 1.33], [-2.86, 2.01, 1.98], [-2.77, 4.49, 1.89], [-2.56, 7.83, 1.32], [-2.40, 7.12, 2.93], [-3.93, 6.98, 2.06], [-1.28, 6.59, -0.26], [-0.08, 5.48, -1.89], [-0.79, 3.93, -2.39], [0.62, 3.95, -1.34], [1.64, 2.84, -2.81], [0.90, 4.05, -4.84], [-0.40, 2.87, -6.57], [-0.85, 0.45, -6.32], [-0.14, -0.73, -4.28], [-3.42, 2.60, -2.24], [-5.72, 2.23, -3.04], [-7.07, 0.38, -2.09], [-6.08, -1.07, -0.36], [-3.78, -2.04, 0.37], [-4.14, -0.87, 1.65], [-2.57, -0.83, 0.82], [-2.17, 1.21, 1.72], [-3.85, 1.75, 1.61], [-2.92, 2.13, 3.06], [-3.38, 4.49, 2.78]],
  "total_charge": -1,
  "gap_ha": [0.240, 0.245],
  "spin_multiplicity": 2
}

---

{
  "formula": "C2H6BrP",
  "method": "ωB97M-V with the def2-TZVPD basis set",
  "symbols": ["C", "P", "C", "Br", "H", "H", "H", "H", "H", "H"],
  "coordinates": [[0.58, 0.91, 0.94], [-1.00, 0.11, 0.41], [-0.29, -1.24, -0.63], [-1.49, 1.62, -1.44], [0.36, 1.83, 1.48], [1.22, 1.12, 0.09], [1.09, 0.22, 1.62], [-1.07, -1.64, -1.28], [0.05, -2.04, 0.03], [0.55, -0.89, -1.23]],
  "smiles": "CP(C)Br",
  "gap_ha": 0.350,
  "relative_energy_kcal_mol": 0.0
}

---

{
  "formula": "C27H34F2O27",
  "method": "ωB97M-V with the def2-TZVPD basis set",
  "symbols": ["O", "C", "O", "C", "C", "F", "O", "H", "H", "H", "O", "C", "O", "C", "C", "F", "O", "H", "H", "H", "O", "C", "O", "C", "C", "O", "H", "H", "H", "H", "O", "C", "O", "C", "C", "O", "H", "H", "H", "H", "O", "C", "O", "C", "C", "O", "H", "H", "H", "H", "O", "C", "O", "C", "C", "O", "H", "H", "H", "H", "O", "C", "O", "C", "C", "O", "H", "H", "H", "H", "O", "C", "O", "C", "C", "O", "H", "H", "H", "H", "O", "C", "O", "C", "C", "O", "H", "H", "H", "H"],
  "coordinates": [[0.10, -2.86, 4.72], [0.24, -4.00, 4.96], [1.36, -4.74, 4.70], [1.30, -6.00, 5.37], [0.01, -5.88, 6.17], [0.31, -5.56, 7.44], [-0.61, -4.81, 5.59], [1.28, -6.85, 4.64], [2.06, -6.11, 6.08], [-0.62, -6.74, 6.19], [3.66, -3.41, 0.29], [3.20, -2.76, 1.14], [2.86, -3.17, 2.47], [2.37, -2.00, 3.16], [2.99, -0.85, 2.36], [4.26, -0.63, 2.91], [3.10, -1.35, 1.08], [1.26, -2.08, 3.20], [2.85, -2.03, 4.13], [2.41, 0.06, 2.29], [-4.78, 0.77, 1.57], [-4.24, 0.82, 2.62], [-4.08, 1.98, 3.33], [-3.13, 1.72, 4.39], [-3.20, 0.25, 4.53], [-3.60, -0.12, 3.21], [-2.15, 2.09, 4.08], [-3.54, 2.23, 5.27], [-3.95, 0.02, 5.25], [-2.23, -0.23, 4.75], [-0.59, 0.98, 6.48], [-0.34, 0.10, 7.21], [0.97, -0.45, 7.38], [0.82, -1.75, 8.02], [-0.45, -1.50, 8.76], [-1.20, -0.65, 7.96], [0.76, -2.48, 7.26], [1.67, -1.81, 8.69], [-0.32, -1.10, 9.80], [-0.93, -2.44, 8.87], [0.89, 2.09, -8.08], [0.37, 1.60, -7.14], [-0.95, 1.41, -7.09], [-1.31, 0.86, -5.79], [0.05, 0.43, -5.18], [0.96, 1.05, -6.05], [-1.65, 1.69, -5.22], [-2.09, 0.13, -5.85], [0.13, -0.61, -5.17], [0.15, 0.86, -4.16], [-0.16, 2.49, -2.66], [0.91, 2.96, -2.57], [1.11, 4.08, -1.88], [2.54, 4.35, -1.79], [3.17, 3.19, -2.54], [2.07, 2.40, -2.95], [2.74, 5.29, -2.36], [2.86, 4.41, -0.73], [3.73, 2.62, -1.85], [3.75, 3.59, -3.38], [-4.11, 5.41, -7.05], [-3.57, 4.59, -7.71], [-2.67, 4.86, -8.65], [-2.27, 3.68, -9.37], [-3.19, 2.65, -8.82], [-3.71, 3.23, -7.66], [-2.44, 3.92, -10.39], [-1.20, 3.45, -9.27], [-2.64, 1.74, -8.59], [-4.05, 2.38, -9.50], [2.35, 1.39, -0.33], [2.66, 0.44, -0.98], [1.81, -0.38, -1.43], [2.39, -1.55, -1.97], [3.86, -1.10, -2.12], [3.97, 0.12, -1.37], [2.17, -2.43, -1.38], [1.93, -1.74, -2.97], [4.05, -0.90, -3.13], [4.50, -1.87, -1.71], [-0.36, -1.97, -2.10], [-1.10, -1.12, -1.68], [-1.48, -0.95, -0.41], [-2.19, 0.30, -0.21], [-2.38, 0.81, -1.60], [-1.72, -0.15, -2.49], [-3.01, -0.04, 0.44], [-1.50, 0.96, 0.37], [-1.92, 1.77, -1.71], [-3.33, 0.94, -2.08]],
  "smiles": "O=C1OC[C@@H](F)O1.O=C1OC[C@@H](F)O1.O=C1OCCO1.O=C1OCCO1.O=C1OCCO1.O=C1OCCO1.O=C1OCCO1.O=C1OCCO1.O=C1OCCO1",
  "gap_ha": 0.388
}

---

| no. | energy (Ha) |
| --- | --- |
| 1 | -1705.32529 |
| 2 | -3640.73974 |
| 3 | -242.00981 |
| 4 | -962.42720 |
| 5 | -10530.53527 |
| 6 | -4977.25340 |
| 7 | -2995.18554 |
| 8 | -3280.51001 |